No. 1
{"formula": "C4H4F2O", "method": "ωB97M-V/def2-TZVPD", "elements": ["O", "C", "C", "C", "C", "F", "F", "H", "H", "H", "H"], "coordinates": [[1.165, 1.957, 0.160], [1.263, 0.852, 0.626], [0.351, -0.353, 0.410], [-0.231, -0.776, -1.009], [-1.105, -0.092, -0.010], [-1.456, 1.194, -0.418], [-2.136, -0.644, 0.604], [1.880, 0.691, 1.477], [0.509, -1.056, 1.235], [-0.002, 0.016, -1.765], [-0.237, -1.788, -1.310]], "smiles": "O=C[C@@H]1CC1(F)F", "relative_energy_kj_mol": 137.2, "homo_ev": -10.06, "energy_ha": -429.72136}

---

No. 2
{"formula": "C5H12N2", "method": "ωB97M-V/def2-TZVPD", "elements": ["H", "N", "C", "N", "C", "C", "C", "C", "H", "H", "H", "H", "H", "H", "H", "H", "H", "H", "H"], "coordinates": [[3.830, -0.203, -0.362], [3.003, -0.728, -0.636], [2.096, 0.045, -1.092], [0.844, -0.403, -1.456], [-0.268, 0.518, -1.218], [-1.452, -0.133, -0.514], [-1.165, -0.652, 0.913], [-0.901, 0.410, 1.992], [2.202, 1.122, -1.104], [0.895, -1.382, -1.690], [-0.595, 1.013, -2.154], [0.203, 1.208, -0.495], [-2.193, 0.655, -0.278], [-1.847, -1.000, -1.043], [-2.068, -1.179, 1.221], [-0.283, -1.302, 0.898], [0.198, 0.647, 2.082], [-1.348, 1.393, 1.952], [-1.150, -0.029, 2.984]], "smiles": "[H]/N=C/NCCCC", "relative_energy_kj_mol": 107.5, "homo_ev": -8.77, "energy_ha": -307.18840}

---

No. 3
{"formula": "C4H7NO", "method": "ωB97M-V/def2-TZVPD", "elements": ["C", "C", "C", "O", "C", "N", "H", "H", "H", "H", "H", "H", "H"], "coordinates": [[1.371, -0.624, 0.185], [-0.012, -0.040, 0.020], [-1.152, -0.991, 0.249], [-2.026, -0.889, 1.075], [-0.236, 1.409, 0.144], [-0.208, 0.774, -1.187], [1.400, -1.662, -0.166], [2.071, -0.039, -0.418], [1.688, -0.601, 1.232], [-1.154, -1.806, -0.510], [-1.191, 1.771, 0.513], [0.619, 2.041, 0.381], [-1.168, 0.658, -1.517]], "smiles": "C[C@@]1(C=O)CN1", "relative_energy_kj_mol": 202.4, "homo_ev": -9.81, "energy_ha": -286.55455}

---

No. 4
{"formula": "C14H16", "method": "ωB97M-V/def2-TZVPD", "elements": ["C", "C", "C", "C", "C", "C", "C", "H", "H", "H", "H", "H", "H", "H", "H", "C", "C", "C", "C", "C", "C", "C", "H", "H", "H", "H", "H", "H", "H", "H"], "coordinates": [[-3.439, -2.499, 2.733], [-1.022, 0.572, 0.804], [-2.350, 0.500, 0.591], [-0.356, -0.304, 1.736], [-3.069, -0.534, 1.323], [-1.145, -1.302, 2.408], [-2.467, -1.410, 2.200], [-0.435, 1.422, 0.412], [-2.930, 1.196, 0.089], [0.754, -0.261, 1.942], [-4.133, -0.484, 1.381], [-0.796, -2.052, 3.028], [-4.458, -1.971, 2.959], [-3.045, -2.912, 3.651], [-3.716, -3.271, 1.973], [1.421, 2.770, -2.534], [3.554, 0.290, -0.715], [2.926, -0.864, -1.106], [2.931, 1.480, -1.102], [1.961, 1.487, -2.124], [1.843, -0.795, -1.965], [1.372, 0.331, -2.548], [4.408, 0.192, -0.058], [3.261, -1.845, -0.785], [3.330, 2.455, -0.679], [1.309, -1.746, -2.351], [0.344, 2.726, -2.475], [1.632, 2.777, -3.636], [0.538, 0.418, -3.174], [1.776, 3.635, -1.981]], "spin_multiplicity": 2, "relative_energy_kj_mol": 144.4, "charge": -1, "s2": 0.76, "homo_ev": [0.92, -3.21], "energy_ha": -542.96626}

---

No. 5
{"formula": "C8H7NS", "method": "ωB97M-V/def2-TZVPD", "elements": ["C", "C", "C", "C", "C", "C", "C", "C", "N", "S", "H", "H", "H", "H", "H", "H", "H"], "coordinates": [[1.865, 0.231, 0.952], [1.374, 1.454, 1.067], [1.054, -0.317, -0.166], [0.324, 1.713, 0.004], [0.171, -1.206, -0.455], [-0.969, 1.396, 0.275], [0.991, 0.938, -1.106], [-1.919, -1.939, 0.295], [-1.053, -1.678, -0.742], [-2.512, 1.138, 0.006], [2.544, -0.295, 1.536], [1.712, 2.178, 1.871], [2.023, 1.172, -1.428], [0.399, 0.713, -1.924], [-1.445, -1.735, 1.244], [-3.020, -1.734, 0.192], [-1.540, -2.029, -1.619]], "relative_energy_kj_mol": 722.7, "homo_ev": [-6.99, -6.81], "energy_ha": -761.65675}

---

No. 6
{"formula": "C10H16MoN2P", "method": "ωB97M-V/def2-TZVPD", "elements": ["C", "C", "C", "C", "C", "Mo", "P", "H", "H", "H", "H", "H", "H", "H", "H", "C", "C", "C", "C", "N", "N", "C", "H", "H", "H", "H", "H", "H", "H", "H"], "coordinates": [[-0.866, 0.144, -2.915], [0.391, 0.544, -3.476], [1.144, -0.663, -3.734], [0.483, -1.719, -3.028], [-0.816, -1.231, -2.583], [0.905, -0.140, -1.572], [0.438, 2.404, -0.355], [-1.703, 0.751, -2.655], [0.721, 1.523, -3.760], [1.971, -0.742, -4.443], [-1.588, -1.815, -2.134], [0.881, -2.710, -3.048], [-0.737, 2.581, 0.427], [0.400, 3.643, -1.034], [1.455, 2.718, 0.565], [1.365, 0.380, 4.030], [0.600, -0.119, 2.881], [-0.726, -0.551, 2.770], [-0.977, -0.742, 1.396], [0.200, -0.554, 0.740], [1.120, -0.192, 1.652], [-2.236, -1.074, 0.685], [0.670, 0.791, 4.765], [1.943, -0.392, 4.545], [2.054, 1.198, 3.776], [-1.408, -0.602, 3.589], [2.045, 0.082, 1.352], [-2.306, -2.145, 0.460], [-3.093, -0.867, 1.342], [-2.332, -0.501, -0.238]], "spin_multiplicity": 3, "charge": 1, "s2": 2.01, "homo_ev": [-11.29, -10.64], "energy_ha": -909.37443}

---

No. 7
{"formula": "C5H11NO3", "method": "ωB97M-V/def2-TZVPD", "elements": ["C", "C", "O", "N", "H", "H", "H", "H", "H", "C", "C", "C", "O", "O", "H", "H", "H", "H", "H", "H"], "coordinates": [[0.934, -1.699, 1.286], [-0.453, -0.801, -2.250], [-0.245, -1.240, 0.669], [0.520, -0.483, -1.514], [1.266, -1.033, 2.091], [1.748, -1.782, 0.553], [0.759, -2.698, 1.701], [-0.703, -1.862, -2.353], [-1.116, -0.058, -2.701], [1.458, 1.666, -0.490], [-2.012, 0.499, 0.618], [-0.538, 0.414, 0.892], [0.195, 1.043, -0.739], [0.008, 0.899, 1.856], [1.320, 2.415, 0.291], [1.767, 2.179, -1.401], [2.191, 0.927, -0.163], [-2.253, 1.536, 0.375], [-2.552, 0.196, 1.514], [-2.295, -0.119, -0.233]], "relative_energy_kj_mol": 608.4, "homo_ev": [-9.02, -9.02], "energy_ha": -477.39377}

---

No. 8
{"formula": "C2H14O4S", "method": "ωB97M-V/def2-TZVPD", "elements": ["C", "C", "S", "H", "H", "H", "H", "H", "H", "O", "H", "H", "O", "H", "H", "O", "H", "H", "O", "H", "H"], "coordinates": [[-0.428, -2.362, 0.813], [-1.198, -1.178, 1.366], [-2.200, -0.289, 0.079], [0.357, -2.660, 1.511], [-1.072, -3.240, 0.752], [0.019, -2.102, -0.145], [-0.536, -0.409, 1.763], [-1.875, -1.455, 2.173], [-1.922, -1.197, -0.872], [1.301, 1.360, 1.523], [1.348, 2.236, 1.921], [2.210, 1.145, 1.270], [1.017, 0.163, -2.398], [0.709, 1.044, -2.115], [0.557, 0.065, -3.239], [2.986, -0.183, -0.168], [3.733, -0.519, -0.668], [2.282, 0.015, -0.799], [-0.372, 2.198, -0.777], [0.176, 2.129, 0.018], [-0.930, 1.398, -0.755]], "smiles": "CCS.O.O.O.O", "relative_energy_kj_mol": 20.4, "homo_ev": -9.17, "energy_ha": -783.74553}